Version P
Formula: C2H4O2S
Source: the OMol25 dataset
Level of theory: ωB97M-V/def2-TZVPD

Calculated values
M: 92.1 g mol⁻¹
LUMO level: 0.3 eV
orbital gap: 9.39 eV
total charge: 0
HOMO: -9.1 eV

Last column: natural (NBO) charge in e.
Element x y z (Å)
C: 0.5549 -0.5231 -0.6792  -0.67
C: -0.6998 1.0783 0.2376  0.08
O: 1.1715 -2.9228 -1.1203  -0.93
O: -0.8385 0.7601 1.5385  -0.67
S: 0.1717 -2.0710 -0.4500  1.12
H: 1.3804 -0.1165 -1.2358  0.21
H: -1.6200 0.9303 -0.3048  0.19
H: -0.0845 1.9256 -0.0275  0.18
H: -0.0359 0.9390 2.0414  0.49

=====

Version Q
Formula: C2H4O2S
Source: the OMol25 dataset
Level of theory: ωB97M-V/def2-TZVPD

Calculated values
structure (SMILES): O=C(O)CS
M: 92.1 g mol⁻¹
LUMO level: 0.5 eV
orbital gap: 10.35 eV
total charge: 0
HOMO: -9.8 eV

Last column: natural (NBO) charge in e.
Element x y z (Å)
O: 1.5798 -1.0838 -0.5029  -0.55
C: 0.9465 -0.1173 -0.1481  0.77
O: 1.4373 1.1563 -0.3535  -0.67
C: -0.3641 -0.2047 0.6321  -0.66
S: -1.7605 0.0811 -0.4365  -0.01
H: 0.6406 1.7299 -0.3530  0.48
H: -0.4257 -1.1842 1.0940  0.25
H: -0.4314 0.5667 1.3862  0.24
H: -1.6226 -0.9440 -1.3183  0.14

=====

Version R
Formula: C2H4O2S
Source: the OMol25 dataset
Level of theory: ωB97M-V/def2-TZVPD

Calculated values
M: 92.1 g mol⁻¹
LUMO level: -1.3 eV
orbital gap: 7.72 eV
total charge: 0
HOMO: -9.0 eV

Last column: natural (NBO) charge in e.
Element x y z (Å)
C: 0.1138 -0.8611 -0.0183  -0.73
C: -1.0424 0.2627 -0.0028  0.79
H: 0.9886 1.4067 1.3417  0.14
H: 0.0564 -1.4846 0.8425  0.22
H: 0.1256 -1.5077 -1.0259  0.23
H: -1.9807 -1.4867 -0.4818  0.53
O: -2.1976 -0.3686 0.1723  -0.65
O: -0.5504 1.3640 -0.2282  -0.54
S: 1.7728 -0.0813 -0.0064  0.00

=====

Version S
Formula: C2H4O2S
Source: the OMol25 dataset
Level of theory: ωB97M-V/def2-TZVPD

Calculated values
M: 92.1 g mol⁻¹
LUMO level: -0.1 eV
orbital gap: 8.93 eV
total charge: 0
HOMO: -9.0 eV

Last column: natural (NBO) charge in e.
Element x y z (Å)
C: 0.1408 0.0115 0.2208  0.01
C: -1.0788 0.6412 -0.0210  -0.71
O: 2.6226 -0.1692 -0.1547  -0.93
O: 0.1101 -1.5814 -0.0240  -0.71
S: 1.5811 0.8032 0.0663  1.11
H: -1.9801 0.2544 0.5630  0.25
H: -1.1758 0.2668 -1.0530  0.26
H: -1.0630 1.7605 -0.0331  0.25
H: 0.8430 -1.9871 0.4357  0.49

=====

Relative energies, eV: version P 4.067; version Q 0.000; version R 5.734; version S 2.655.

=====

Version P
Formula: C2H4O2S
Source: the OMol25 dataset
Level of theory: ωB97M-V/def2-TZVPD

Calculated values
structure (SMILES): CC=O.O=S
M: 92.1 g mol⁻¹
LUMO level (spin up / spin down): -1.7 / -1.7 eV
orbital gap (spin up / spin down): 7.69 / 7.82 eV
total charge: 0
HOMO (spin up / spin down): -9.4 / -9.5 eV

Last column: natural (NBO) charge in e.
Element x y z (Å)
C: 1.3777 0.3842 -0.3328  -0.75
C: 0.4228 -0.7470 -0.0218  0.46
O: 0.4753 -1.8129 -0.5608  -0.52
H: 1.2298 0.7033 -1.2904  0.23
H: 2.3856 -0.0846 -0.3065  0.26
H: 1.3624 1.2245 0.4031  0.21
H: -0.1386 -0.3956 0.7941  0.10
O: 3.7442 -0.8351 0.6283  -0.71
S: 4.0652 -2.2207 0.2464  0.72

=====

Version Q
Formula: C2H4O2S
Source: the OMol25 dataset
Level of theory: ωB97M-V/def2-TZVPD

Calculated values
structure (SMILES): CC(=S)OO
M: 92.1 g mol⁻¹
LUMO level: 0.4 eV
orbital gap: 9.42 eV
total charge: 0
HOMO: -9.0 eV

Last column: natural (NBO) charge in e.
Element x y z (Å)
C: -0.1573 0.2914 0.9794  -0.73
C: -0.5380 0.5148 -0.3968  0.20
S: -1.4262 1.7124 -0.9961  -0.02
O: 0.0023 -0.3455 -1.3265  -0.24
O: 0.7023 -1.4546 -0.7461  -0.46
H: 0.9070 0.4475 0.8365  0.25
H: -0.2753 -0.5756 1.6022  0.26
H: -0.5475 1.2076 1.4583  0.25
H: 1.3327 -1.7980 -1.4108  0.48

=====

Relative energies, eV: version P 0.000; version Q 0.540.

=====

Version P
Formula: C3H6N2O3
Source: the OMol25 dataset
Level of theory: ωB97M-V/def2-TZVPD

Calculated values
structure (SMILES): N/N=C/OCOC=O
M: 118.1 g mol⁻¹
LUMO level: 0.8 eV
orbital gap: 9.40 eV
total charge: 0
HOMO: -8.6 eV

Last column: natural (NBO) charge in e.
Element x y z (Å)
N: -2.8880 0.6220 1.7270  -0.72
N: -1.3648 0.3321 1.5109  -0.34
C: -1.1404 1.2757 0.5234  0.38
O: -0.0997 1.2154 -0.3031  -0.48
C: 0.5916 -0.0322 -0.2520  0.19
O: 1.5879 0.0833 -1.1586  -0.49
C: 2.1593 -1.2207 -1.2067  0.63
O: 1.6388 -2.2546 -0.8331  -0.54
H: -3.4916 1.1838 0.9439  0.34
H: -3.3240 -0.2603 1.8167  0.35
H: -1.9983 2.1365 0.1121  0.17
H: -0.0069 -0.8655 -0.5030  0.18
H: 0.8497 -0.3605 0.7838  0.18
H: 3.0616 -1.0022 -1.8481  0.15

=====

Version Q
Formula: C3H6N2O3
Source: the OMol25 dataset
Level of theory: ωB97M-V/def2-TZVPD

Calculated values
structure (SMILES): N[C@]1([N+](=O)[O-])CCO1
M: 118.1 g mol⁻¹
LUMO level: -0.4 eV
orbital gap: 9.58 eV
total charge: 0
HOMO: -10.0 eV

Last column: natural (NBO) charge in e.
Element x y z (Å)
N: 0.3330 1.7544 0.1186  -0.84
C: 0.3048 0.3778 0.0002  0.49
N: 1.6774 -0.1480 -0.1707  0.50
O: 2.6229 0.5658 -0.0481  -0.35
O: 1.8019 -1.3421 -0.4413  -0.35
C: -0.7926 -0.3092 -0.7531  -0.49
C: -1.1816 -1.0986 0.4502  -0.07
O: -0.2522 -0.4931 1.3704  -0.56
H: 1.3189 2.0798 0.3147  0.42
H: -0.4027 2.2653 0.7257  0.42
H: -0.4464 -0.7992 -1.7846  0.25
H: -1.6487 0.3793 -1.0199  0.24
H: -2.2096 -0.9621 0.7709  0.17
H: -1.1252 -2.2700 0.4670  0.18

=====

Version R
Formula: C3H6N2O3
Source: the OMol25 dataset
Level of theory: ωB97M-V/def2-TZVPD

Calculated values
structure (SMILES): [H]/N=C(/ONC)C(=O)O
M: 118.1 g mol⁻¹
LUMO level: 0.6 eV
orbital gap: 10.43 eV
total charge: 0
HOMO: -9.8 eV

Last column: natural (NBO) charge in e.
Element x y z (Å)
H: -1.0874 1.3921 -1.9103  0.38
N: -1.0867 0.8512 -1.0422  -0.69
C: 0.0630 0.6444 -0.5317  0.50
O: 0.4486 -0.2388 0.3672  -0.41
N: -0.2486 -1.6432 0.0555  -0.27
C: -1.3402 -1.7861 1.0005  -0.45
C: 1.2770 1.7842 -0.6906  0.72
O: 1.2159 2.6850 -1.4969  -0.59
O: 2.2939 1.6517 0.1637  -0.66
H: 0.5214 -2.2513 0.3355  0.35
H: -1.7126 -2.8176 0.9656  0.22
H: -1.0333 -1.5622 2.0278  0.19
H: -2.1814 -1.1414 0.7313  0.22
H: 2.8703 2.4322 0.0246  0.50

=====

Version S
Formula: C3H6N2O3
Source: the OMol25 dataset
Level of theory: ωB97M-V/def2-TZVPD

Calculated values
M: 118.1 g mol⁻¹
LUMO level (spin up / spin down): -3.1 / -1.3 eV
orbital gap (spin up / spin down): 7.70 / 9.61 eV
total charge: 0
HOMO (spin up / spin down): -10.8 / -10.9 eV

Last column: natural (NBO) charge in e.
Element x y z (Å)
C: -0.8148 1.1372 0.2788  0.44
C: -0.9797 0.9086 -1.2514  -0.69
C: 0.3762 0.6781 0.9713  0.05
N: -0.1512 -2.3426 0.6194  -0.60
N: 1.5337 0.0192 0.4086  0.45
O: -1.7095 1.7656 0.9390  -0.46
O: 2.3795 -0.4560 1.1679  -0.36
O: 1.6700 -0.0106 -0.8047  -0.37
H: -1.0587 -0.1393 -1.4464  0.23
H: -1.8625 1.4531 -1.5756  0.24
H: -0.1411 1.2216 -1.7732  0.24
H: 0.3288 0.6089 1.9969  0.22
H: 0.7541 -2.5760 0.8350  0.30
H: -0.3248 -2.2677 -0.3657  0.30

=====

Relative energies, eV: version P 1.898; version Q 2.377; version R 0.000; version S 4.688.

=====

Version P
Formula: C3H6N2O3
Source: the OMol25 dataset
Level of theory: ωB97M-V/def2-TZVPD

Calculated values
structure (SMILES): O=CNNC(=O)CO
M: 118.1 g mol⁻¹
LUMO level: 0.1 eV
orbital gap: 10.23 eV
total charge: 0
HOMO: -10.1 eV

Last column: natural (NBO) charge in e.
Element x y z (Å)
O: 1.9602 -1.6448 0.1585  -0.58
C: 1.8745 -0.5420 0.9392  0.48
N: 0.6552 0.0622 1.2932  -0.51
N: -0.4395 -0.7977 0.7536  -0.47
C: -0.9336 -0.2959 -0.3687  0.62
O: -1.6768 -1.1317 -0.8097  -0.61
C: -0.4860 0.9898 -0.9309  -0.18
O: -1.6470 1.5506 -1.5683  -0.72
H: 2.7985 0.1527 1.0864  0.16
H: 0.4529 0.2255 2.4264  0.42
H: -0.5035 -1.8557 0.8687  0.44
H: 0.2792 0.7101 -1.8231  0.23
H: -0.2077 1.6778 0.0028  0.24
H: -2.1264 0.8992 -2.0282  0.48

=====

Version Q
Formula: C3H6N2O3
Source: the OMol25 dataset
Level of theory: ωB97M-V/def2-TZVPD

Calculated values
structure (SMILES): O=CNCC(=O)NO
M: 118.1 g mol⁻¹
LUMO level: 0.2 eV
orbital gap: 9.12 eV
total charge: 0
HOMO: -8.9 eV

Last column: natural (NBO) charge in e.
Element x y z (Å)
O: -0.9936 -1.6836 -0.2523  -0.65
C: -1.7766 -0.6025 -0.4190  0.51
N: -1.4783 0.7223 -0.1923  -0.60
C: -0.3360 0.7679 0.6110  -0.32
C: 0.8582 0.5618 -0.1137  0.55
O: 1.6683 1.3906 -0.7148  -0.68
N: 1.2568 -0.6966 -0.0345  -0.29
O: 2.5866 -1.1509 -0.0300  -0.52
H: -2.6612 -0.7580 -0.9409  0.15
H: -2.1396 1.5973 -0.5317  0.46
H: -0.1559 1.7129 1.3828  0.25
H: -0.4504 -0.0404 1.2988  0.23
H: 0.5403 -1.3448 0.3053  0.42
H: 3.0814 -0.4760 -0.3689  0.48

=====

Relative energies, eV: version P 0.000; version Q 0.369.

=====

Version P
Formula: C10H10N2
Source: the OMol25 dataset
Level of theory: ωB97M-V/def2-TZVPD

Calculated values
structure (SMILES): c1ccncc1.c1ccncc1
M: 158.2 g mol⁻¹
LUMO level: 0.7 eV
orbital gap: 9.73 eV
total charge: 0
HOMO: -9.1 eV

Last column: natural (NBO) charge in e.
Element x y z (Å)
C: 3.9455 -0.0802 0.4313  -0.17
C: 2.9849 -1.1123 0.6443  -0.26
C: 1.7381 -1.0273 0.1189  0.00
N: 1.3321 0.1603 -0.4793  -0.43
C: 2.2653 1.0943 -0.7809  0.05
C: 3.6537 0.9871 -0.4266  -0.24
H: 5.0749 -0.1586 0.5287  0.22
H: 3.4342 -2.1124 0.9197  0.23
H: 1.0256 -1.8114 0.1291  0.21
H: 1.9066 1.9659 -1.2989  0.19
H: 4.2232 1.7496 -0.6968  0.21
C: -3.1136 1.1429 0.6365  -0.18
C: -1.8376 0.7626 0.7460  -0.25
C: -1.4079 -0.4340 0.2737  0.06
N: -2.1852 -1.1611 -0.5057  -0.43
C: -3.4738 -0.8178 -0.6028  0.03
C: -4.0013 0.3839 -0.1014  -0.26
H: -3.3699 2.0677 1.0836  0.21
H: -1.2462 1.3354 1.5672  0.21
H: -0.3637 -0.7346 0.5220  0.20
H: -4.1282 -1.3902 -1.2726  0.19
H: -5.1052 0.6986 -0.2213  0.22

=====

Version Q
Formula: C10H10N2
Source: the OMol25 dataset
Level of theory: ωB97M-V/def2-TZVPD

Calculated values
structure (SMILES): c1ccncc1.c1ccncc1
M: 158.2 g mol⁻¹
LUMO level: 0.9 eV
orbital gap: 10.03 eV
total charge: 0
HOMO: -9.1 eV

Last column: natural (NBO) charge in e.
Element x y z (Å)
C: -3.2618 -0.5274 -0.3533  -0.17
C: -2.1442 -1.2167 0.0996  -0.25
C: -0.9975 -0.4858 0.3995  0.03
N: -0.9059 0.8397 0.2885  -0.43
C: -1.9887 1.4921 -0.1767  0.04
C: -3.1741 0.8546 -0.5119  -0.26
H: -4.1849 -1.0464 -0.5624  0.22
H: -2.1494 -2.2938 0.2147  0.22
H: -0.1152 -0.9897 0.7742  0.20
H: -1.8823 2.5779 -0.2505  0.19
H: -4.0238 1.4419 -0.8464  0.22
C: 1.8730 -0.2495 1.2244  -0.19
C: 2.4457 1.0012 0.8295  -0.23
C: 2.8499 1.1541 -0.5201  0.04
N: 2.7962 0.1416 -1.3455  -0.43
C: 2.2459 -1.0004 -1.0517  0.03
C: 1.7525 -1.2302 0.2235  -0.28
H: 1.4956 -0.3167 2.2678  0.23
H: 2.7224 1.7643 1.6296  0.22
H: 3.1689 2.1980 -0.9197  0.20
H: 2.1647 -1.8590 -1.7657  0.19
H: 1.3130 -2.2498 0.3526  0.22

=====

Relative energies, eV: version P 0.819; version Q 0.000.

=====

Version P
Formula: C10H10N2
Source: the OMol25 dataset
Level of theory: ωB97M-V/def2-TZVPD

Calculated values
structure (SMILES): Cc1ccc2ccncc2c1N
M: 158.2 g mol⁻¹
LUMO level: 0.5 eV
orbital gap: 8.17 eV
total charge: 0
HOMO: -7.7 eV

Last column: natural (NBO) charge in e.
Element x y z (Å)
C: -3.0477 -0.1118 0.2105  -0.61
C: -1.5769 0.2702 0.1092  -0.11
C: -1.2280 1.5850 0.0055  -0.19
C: 0.0676 1.8461 -0.0187  -0.21
C: 1.1768 0.8601 -0.0630  -0.01
C: 2.6212 1.2192 -0.2179  -0.23
C: 3.4237 0.1101 0.0578  0.00
N: 3.0174 -1.2026 0.1583  -0.42
C: 1.7549 -1.4737 0.2125  0.10
C: 0.7508 -0.4430 0.0391  -0.16
C: -0.6730 -0.6988 -0.0913  0.27
N: -1.1006 -2.0093 -0.2020  -0.83
H: -3.3109 -0.4540 1.1480  0.22
H: -3.3274 -0.7898 -0.6131  0.20
H: -3.5026 0.8657 0.1217  0.21
H: -1.9338 2.3786 0.0220  0.22
H: 0.3649 2.9873 -0.0244  0.20
H: 3.0842 2.2560 -0.1665  0.24
H: 4.4536 0.1127 0.2683  0.20
H: 1.3655 -2.4060 0.2496  0.17
H: -0.3697 -2.5714 -0.5836  0.37
H: -2.0098 -2.3308 -0.6220  0.40

=====

Version Q
Formula: C10H10N2
Source: the OMol25 dataset
Level of theory: ωB97M-V/def2-TZVPD

Calculated values
structure (SMILES): c1ccncc1.c1ccncc1
M: 158.2 g mol⁻¹
LUMO level: 0.3 eV
orbital gap: 9.79 eV
total charge: 0
HOMO: -9.4 eV

Last column: natural (NBO) charge in e.
Element x y z (Å)
C: 0.1468 -0.4615 -1.0173  -0.19
C: 1.4187 -1.1883 -0.7420  -0.26
C: 1.6208 -2.4247 -1.1898  -0.02
N: 0.7505 -3.1465 -1.9064  -0.40
C: -0.4295 -2.5438 -2.1000  0.03
C: -0.6507 -1.1877 -1.8421  -0.28
H: -0.2558 0.4652 -0.3922  0.28
H: 2.2555 -0.6415 -0.0812  0.21
H: 2.5601 -2.8937 -0.8966  0.19
H: -1.1133 -3.0808 -2.7744  0.19
H: -1.6335 -0.7734 -2.3766  0.22
C: -1.4899 0.9909 1.3478  -0.19
C: -0.2286 0.3738 1.2971  -0.28
C: 0.9655 1.1528 1.3275  0.05
N: 0.9212 2.4333 1.4702  -0.41
C: -0.2579 3.0527 1.5322  0.02
C: -1.4933 2.4213 1.4824  -0.24
H: -2.3442 0.3025 1.4510  0.23
H: -0.0199 -0.6263 1.1578  0.23
H: 1.9098 0.6278 1.2563  0.19
H: -0.2395 4.1639 1.5156  0.20
H: -2.3926 2.9839 1.4807  0.22

=====

Relative energies, eV: version P 0.000; version Q 1.773.